ORCA calculation (the ωB97M-V functional and the def2-TZVPD basis) on a 12-piece molecular cluster, C4H33NO12 overall in a non-equilibrium geometry.

Structure (XYZ):
```
50
Properties=species:S:1:pos:R:3:forces:R:3
O 2.536768 -0.231291 -2.091160 1.266 1.678 0.115
O 0.065552 4.517325 -0.994364 1.467 5.251 1.983
O -3.603986 -0.783364 2.877575 2.725 0.086 0.992
O 3.727274 0.605844 3.100349 1.056 1.595 0.429
O 1.720260 2.191268 2.100937 -1.603 0.338 -0.487
O 4.202999 -0.074575 0.438015 -0.616 0.875 -2.099
O -1.872821 -3.290892 -2.585123 -2.008 0.060 -1.008
O -1.960799 -0.868130 -0.931844 0.676 1.098 -2.188
O 2.645036 -1.909717 -0.352893 -1.036 -0.777 -0.513
O -0.308352 -1.658922 1.587418 -0.322 -0.975 0.318
O 2.447592 -1.989304 2.826362 1.002 -1.096 -1.041
O 0.293593 -1.854241 -2.144935 2.901 1.763 0.647
N -0.925843 2.025195 -1.996455 -4.070 1.697 0.760
C -2.665370 0.364703 -1.349908 -0.817 -1.585 3.124
C -4.007728 0.267651 -0.469740 0.688 -2.021 -1.601
C -1.833994 1.577235 -0.870046 0.847 0.939 -1.848
C -0.885095 1.201750 0.308002 1.906 2.848 -2.658
H -0.616716 4.390831 -0.379869 -1.466 -0.126 1.259
H 4.652655 -0.274802 1.268497 -0.479 1.471 0.312
H -2.800182 0.328901 -2.454645 -0.182 0.203 0.824
H 3.721905 0.798100 0.261255 1.545 -1.649 1.914
H -2.508243 2.509031 -0.819464 0.699 -1.513 1.016
H -0.434938 2.190604 0.677868 -0.737 -1.283 -0.531
H 3.515774 -0.307271 3.069314 -0.614 -1.254 -0.179
H 3.350771 -1.342901 0.033963 -0.307 -0.705 0.669
H 0.966616 -1.778001 -2.880496 -1.289 -0.183 0.983
H -1.654945 2.165478 -2.770731 2.838 -0.754 0.615
H -0.605501 -1.577561 0.691873 -0.236 1.359 -1.536
H 2.299687 -2.693932 0.079574 0.808 0.109 0.446
H -0.033109 0.536751 -0.063325 -1.137 0.982 0.335
H -1.296484 -0.992575 -1.669922 -0.651 -0.570 1.026
H -1.835042 -3.479587 -1.664218 0.295 -0.133 0.946
H 0.091461 3.768912 -1.459770 -0.069 -4.864 -3.149
H 0.854736 -1.335103 -1.440863 -1.075 -1.516 -1.579
H 0.894240 2.028994 1.561854 1.459 0.103 0.856
H -0.687570 -2.544933 1.652477 0.304 -0.360 1.159
H 3.117251 -0.798827 -2.593546 -0.055 -0.600 -0.616
H -1.030805 -3.453593 -2.961008 1.238 -0.207 -0.133
H -3.956748 0.932500 0.355632 -0.204 1.072 0.485
H 3.228202 0.074219 -1.456901 -1.075 -0.142 -0.509
H 2.108312 -1.944857 1.911265 -0.168 0.406 0.839
H -4.023411 -0.774588 0.052901 -0.203 1.632 -1.495
H -4.875169 0.437601 -1.156992 0.456 -0.185 1.073
H -2.676522 -0.943610 2.491537 -2.710 0.202 0.134
H -1.335989 0.714694 1.069985 -1.509 -1.442 2.466
H 1.440283 2.872449 2.739444 0.304 -0.354 -0.325
H -0.136148 1.455345 -1.975539 1.236 -1.415 -1.531
H -4.362821 -0.872629 2.320683 0.123 -0.302 -1.125
H 2.031886 -1.326009 3.347246 -1.075 0.702 0.380
H 3.021478 1.145832 2.709730 -0.130 -0.458 0.045
```
Forces are in eV/Å.

Summary:
relative energy (zero: lowest compared OMol25 entry of this formula, charge and spin)	123.6	kcal per mole
LUMO	-0.033	eV
structure (SMILES)	C[C@H](O)[C@@H](C)N.O.O.O.O.O.O.O.O.O.O.O